This record from OMol25 describes a 15-piece molecular cluster, C32H53B2N14O4P overall. The level of theory is ωB97M-V/def2-TZVPD.

```
106
C32H53B2N14O4P, DFT ωB97M-V/def2-TZVPD
P -2.450 0.154 -3.978
O -4.462 -0.236 -5.946
O -0.234 -0.075 -5.895
O 0.291 -0.653 -3.689
O -3.659 -2.279 -5.016
N 0.111 -8.258 6.175
N -5.257 6.228 -5.664
N 2.921 -2.079 9.002
N 8.052 1.783 -6.431
N -0.614 -2.688 6.759
N 0.081 1.759 4.113
N 10.661 -0.303 -1.815
N 1.344 0.899 -1.380
N -8.438 3.139 -4.701
N 4.635 -1.681 5.606
N 6.686 0.111 -1.438
N -5.904 1.581 -1.697
N -3.183 1.815 8.845
N -3.467 -5.329 3.419
C -2.884 1.857 7.738
C -5.890 0.600 -1.102
C -2.628 1.909 -4.472
C -6.337 0.275 -4.381
C 3.774 0.534 -2.250
C -7.955 3.544 -5.661
C -2.387 -5.477 3.059
C 2.204 -0.734 5.652
C -1.010 -5.675 2.614
C 1.173 -4.495 6.175
C 8.105 2.930 -6.416
C -3.272 2.885 -3.745
C -2.505 1.910 6.328
C 1.112 2.625 1.880
C -5.869 -0.661 -0.369
C 10.458 -0.806 -0.803
C 3.851 -1.481 9.312
C 8.172 4.388 -6.397
C 0.534 2.142 3.130
C -5.687 6.086 -4.609
C 10.193 -1.443 0.483
C 3.564 -1.264 5.624
C -0.964 -7.852 6.192
C 7.756 0.939 -3.671
C -7.344 4.060 -6.880
C 7.154 0.478 -2.422
C -6.225 5.885 -3.266
C 2.415 0.738 -1.761
C -5.863 -0.396 -5.673
C 5.033 -0.722 9.705
C 0.171 -3.486 6.502
C -2.329 -7.334 6.209
B -0.642 -0.226 -4.577
B -3.626 -0.913 -5.103
H 7.247 4.804 -6.790
H -6.770 6.773 -2.952
H 1.527 -1.426 5.157
H 2.183 2.772 2.002
H 8.830 1.062 -3.538
H 1.880 -0.599 6.682
H -0.725 -4.875 1.933
H -7.478 3.357 -7.700
H -2.368 -6.381 5.686
H -6.007 -0.472 0.694
H -2.996 -8.037 5.714
H 5.000 -0.518 10.773
H 4.040 1.334 -2.938
H -6.900 5.030 -3.264
H 10.772 -2.360 0.565
H 8.316 4.738 -5.376
H -0.341 -5.670 3.473
H -3.092 1.190 5.762
H -2.204 2.225 -5.430
H 4.470 0.531 -1.419
H -6.151 -1.446 -5.725
H -2.660 -7.190 7.235
H 3.835 -0.420 -2.769
H 10.471 -0.770 1.291
H -6.283 4.221 -6.712
H -1.450 1.672 6.215
H -0.333 0.864 -6.095
H -2.963 -2.601 -4.438
H 1.352 -4.504 5.101
H -5.536 0.633 -3.749
H 5.929 -1.296 9.476
H -4.350 2.905 -3.621
H -2.696 3.661 -3.244
H -6.989 1.123 -4.564
H -6.883 -0.473 -3.806
H 7.577 0.214 -4.459
H 0.939 1.898 1.088
H -4.912 -1.157 -0.523
H 5.063 0.219 9.161
H 0.652 3.571 1.603
H 7.318 1.889 -3.959
H 9.133 -1.677 0.562
H 9.005 4.725 -7.010
H 0.820 -5.479 6.480
H -7.807 5.008 -7.144
H 2.169 0.224 5.136
H -0.040 -0.481 -2.797
H 2.106 -4.269 6.689
H -0.923 -6.630 2.101
H -6.669 -1.307 -0.724
H -6.379 0.074 -6.510
H -5.411 5.699 -2.569
H -2.688 2.908 5.935
```

Properties
- E_LUMO: -0.231 eV
- HOMO: -7.661 eV
- Charge: 0

---

This record from OMol25 describes C3H8N2O2 as an isolated structure. The level of theory is ωB97M-V/def2-TZVPD.

```
15
C3H8N2O2, DFT ωB97M-V/def2-TZVPD
O -1.008 -2.257 0.455
O 0.717 -2.270 -1.308
N -1.110 1.760 0.242
N 1.217 1.350 0.834
C 0.204 2.331 0.117
C -0.614 0.676 0.792
C 0.610 0.152 0.162
H 0.955 -0.775 0.626
H -0.813 0.371 1.827
H 0.634 0.039 -0.898
H 0.388 2.513 -0.971
H -1.819 -2.521 -0.009
H -0.347 -2.228 -0.351
H 0.799 -2.347 -2.239
H 0.187 3.206 0.720
```

Properties
- E_LUMO: -4.371 eV
- HOMO: -8.385 eV
- Energy relative to the best compared isomer or geometry (same formula, charge and spin): 1016.0 kJ/mol
- Charge: 0

---

This record from OMol25 describes a 8-piece molecular cluster, C2H18ClO7 overall. The level of theory is ωB97M-V/def2-TZVPD.

```
28
C2H18ClO7, DFT ωB97M-V/def2-TZVPD
Cl 1.008 -0.638 0.869
O -3.066 2.088 0.334
O 5.184 -1.382 -0.457
O -0.482 -4.628 0.861
O 2.035 2.696 -1.086
O 0.729 -0.114 -3.360
O -1.155 0.339 4.330
O 2.675 -4.428 2.723
C -3.379 2.777 -0.845
C -3.423 1.817 -2.053
H 3.586 -4.558 2.459
H -0.834 1.228 4.480
H -2.450 1.712 -2.534
H -2.602 3.521 -1.024
H 1.625 3.413 -0.603
H 4.914 -0.904 -1.241
H 2.533 -3.485 2.642
H 1.840 1.915 -0.568
H -0.683 0.041 3.552
H 0.862 -0.344 -2.441
H -0.296 -3.692 0.927
H 4.393 -1.427 0.081
H -2.131 1.877 0.281
H -3.849 0.844 -1.806
H 0.229 -5.049 1.343
H -4.333 3.262 -0.640
H -4.030 2.357 -2.779
H 1.099 0.765 -3.444
```

Properties
- E_LUMO: 2.860 eV
- HOMO: -5.404 eV
- Energy relative to the best compared isomer or geometry (same formula, charge and spin): 94.4 kJ/mol
- Charge: -1

---

This record from OMol25 describes C37H98N6Na3O14P as an isolated structure. The level of theory is ωB97M-V/def2-TZVPD.

```
159
C37H98N6Na3O14P, DFT ωB97M-V/def2-TZVPD
P 0.674 -1.156 1.051
Na 4.006 -2.211 4.663
Na 1.462 2.261 -2.212
Na -1.584 -5.397 -0.834
O 7.826 5.564 3.503
O -6.015 1.205 1.939
O -4.269 4.278 -3.024
O 0.590 -2.509 1.947
O 2.153 -1.754 -6.756
O 3.662 -9.963 5.825
O 0.093 -1.362 -0.456
O -0.459 2.343 6.820
O -5.981 -4.263 8.961
O 2.140 -0.771 0.765
O -0.128 0.001 1.703
O -1.423 10.474 2.201
O -8.989 -2.291 -5.320
O 6.769 -4.386 1.019
N 6.479 4.363 1.136
N 2.450 -8.307 2.788
N -0.647 7.034 1.240
N -4.909 -3.685 5.354
N -5.874 -2.557 -3.280
N 2.832 -0.699 -7.464
C 4.344 -2.446 -8.438
C -5.194 -4.384 7.758
C 0.950 0.780 -8.026
C 8.523 -5.454 -0.382
C 1.551 -1.093 -9.629
C -8.286 2.000 2.260
C -1.446 9.362 1.381
C 3.612 -8.953 4.838
C 4.988 -0.081 -8.502
C -6.178 -3.313 -5.609
C 0.627 8.528 2.491
C -6.697 -2.428 -4.480
C 8.061 6.700 4.297
C 2.152 -0.073 -8.580
C 3.015 0.980 -9.338
C -5.286 6.076 -4.056
C -2.219 2.946 8.258
C 4.220 -1.130 -7.673
C -5.805 -3.651 6.517
C -8.209 -2.560 -4.177
C -0.786 8.185 2.140
C 7.881 4.399 1.187
C 2.612 -10.591 3.222
C -6.084 -2.968 9.458
C -9.003 -0.944 -5.724
C 4.474 -9.630 6.942
C 4.927 -1.264 -6.273
C 2.435 -9.234 3.877
C -2.077 11.610 1.755
C 8.185 5.619 2.065
C -6.854 1.998 2.787
C 4.306 0.468 -9.795
C -1.325 1.754 7.785
C 8.590 4.451 -0.253
C -5.499 4.636 -3.573
C -7.152 -4.197 6.040
C 8.045 -4.218 0.374
H 9.676 4.531 -0.195
H 4.484 -10.472 7.635
H 4.407 -1.918 -5.573
H 7.745 -6.201 -0.543
H -5.030 -2.822 4.843
H 7.753 6.542 1.678
H 5.345 -2.866 -8.333
H -8.629 0.966 2.297
H -3.018 2.683 8.951
H -2.029 1.075 7.305
H -6.545 3.040 2.863
H 4.927 -0.304 -5.756
H -7.235 -5.281 5.962
H 6.119 -3.753 0.705
H 0.891 -0.617 -10.354
H 3.496 -8.003 5.359
H -8.996 2.550 2.878
H -0.736 1.982 5.975
H -9.143 -0.276 -4.873
H -6.212 4.500 -2.761
H -8.345 2.466 1.277
H -6.189 6.472 -4.519
H -5.910 -2.617 6.847
H 4.172 -8.736 7.487
H 1.948 -1.427 -5.877
H -1.038 9.626 0.405
H 7.336 7.501 4.149
H 3.579 -3.186 -8.202
H 1.226 1.633 -7.406
H -4.964 -2.119 -3.277
H -6.453 -1.411 -4.788
H -1.492 6.835 0.723
H 8.056 -3.241 -0.109
H 1.180 7.784 3.064
H -5.148 -2.410 9.486
H -9.872 -0.870 -6.377
H 5.157 0.723 -7.786
H 0.940 -1.826 -9.103
H -1.354 7.995 3.050
H 6.126 4.586 2.056
H 5.950 -1.624 -6.385
H -8.489 -1.859 -3.391
H -8.151 -0.764 -6.378
H 0.352 1.128 -8.868
H -6.608 -2.880 10.410
H -1.717 12.535 2.206
H 0.238 0.093 -7.570
H -3.910 -3.632 5.493
H 8.330 3.546 1.695
H 6.231 3.399 0.967
H 1.745 -10.715 2.573
H 3.406 -8.093 2.543
H -4.320 3.467 -2.513
H -5.088 1.356 2.137
H -4.435 6.125 -4.735
H -5.772 3.981 -4.400
H 8.182 5.240 -0.885
H 4.295 -0.379 -10.480
H 5.038 1.184 -10.169
H -0.817 1.285 8.627
H 2.513 1.367 -10.224
H 2.744 -11.402 3.937
H 1.463 -9.109 4.354
H 9.007 -5.211 -1.328
H 9.337 -5.989 0.107
H 2.171 -7.425 3.192
H -2.462 9.043 1.149
H 3.518 -10.587 2.616
H 9.262 5.771 2.134
H 5.983 -0.469 -8.720
H 2.357 -1.542 -10.209
H 3.145 1.796 -8.627
H 0.803 9.458 3.030
H -5.117 -3.110 -5.748
H 8.418 3.480 -0.717
H -6.388 -4.373 -5.462
H 5.496 -9.472 6.598
H -6.856 1.593 3.799
H 1.231 8.642 1.591
H 4.510 -9.001 4.220
H -6.346 -2.188 -2.467
H -7.957 -3.917 6.720
H -5.121 -5.458 7.589
H -2.741 3.425 7.430
H -7.483 -3.815 5.074
H 8.710 -4.188 1.236
H 4.177 -2.284 -9.503
H -3.152 11.489 1.890
H 9.069 7.114 4.282
H -6.802 -2.507 8.779
H 7.862 6.458 5.342
H -8.497 -3.531 -3.775
H -0.493 6.154 1.711
H -4.214 -3.942 7.934
H -1.906 11.744 0.687
H -5.030 6.820 -3.301
H -6.631 -3.093 -6.576
H -1.519 3.637 8.728
```

Properties
- E_LUMO: -1.343 eV
- HOMO: -3.656 eV
- Energy relative to the best compared isomer or geometry (same formula, charge and spin): 1572.0 kJ/mol
- Charge: 0

---

This record from OMol25 describes a 4-piece molecular cluster, C23H25BClFN4O9 overall. The level of theory is ωB97M-V/def2-TZVPD.

```
64
C23H25BClFN4O9, DFT ωB97M-V/def2-TZVPD
Cl 7.038 -2.619 -4.004
F 2.509 -4.051 -2.145
O -4.288 4.332 -0.199
O -3.791 -0.220 4.830
O -4.812 2.509 -1.207
O 1.512 -0.175 -0.414
O 1.127 1.898 0.015
O 4.232 -5.027 -1.064
O -4.197 1.441 3.524
O 4.123 -6.727 -2.535
O 2.083 -5.064 1.391
N 0.775 0.742 -0.110
N 2.354 -2.821 0.499
N -3.521 0.860 4.348
N -4.484 3.677 -1.204
C 6.742 -4.217 -1.801
C -4.296 4.341 -2.505
C -4.361 4.250 -4.880
C -1.521 1.441 0.431
C -3.279 -0.192 0.551
C 6.184 -5.518 -2.378
C -3.894 5.663 -2.526
C -3.962 5.579 -4.927
C -2.375 -1.202 0.253
C 0.056 2.728 5.568
C 4.753 -5.839 -2.039
C -0.772 3.355 4.646
C -3.727 6.283 -3.753
C 6.172 -2.974 -2.477
C -1.460 0.866 5.690
C -1.949 2.745 4.241
C -4.531 3.618 -3.659
C -2.854 1.128 0.641
C -0.286 1.486 6.087
C -1.039 -0.902 0.034
C -0.640 0.418 0.126
C 2.819 -4.880 -1.065
C -2.270 1.512 4.775
B 2.414 -4.217 0.340
H 0.973 3.209 5.883
H -4.838 2.585 -3.603
H 6.284 -2.088 -1.852
H -0.502 4.320 4.241
H -3.717 6.194 -1.603
H 6.553 -4.166 -0.724
H 7.829 -4.218 -1.926
H 6.262 -5.521 -3.469
H 0.361 0.998 6.802
H 6.779 -6.362 -2.013
H -4.541 3.704 -5.795
H 2.878 -2.262 -0.160
H -0.318 -1.674 -0.194
H -1.743 -0.099 6.082
H -4.322 -0.428 0.717
H -3.833 6.069 -5.883
H -2.709 -2.229 0.189
H 5.113 -3.088 -2.714
H -3.414 7.317 -3.792
H 2.771 -5.701 1.610
H 2.347 -5.849 -1.249
H -3.557 1.910 0.883
H 2.534 -2.523 1.449
H -1.171 2.460 0.502
H -2.603 3.216 3.523
```

Properties
- E_LUMO: -0.606 eV
- HOMO: -9.721 eV
- SMILES: NB(O)[C@@H](F)OC(=O)CCCCl.O=[N+]([O-])c1ccccc1.O=[N+]([O-])c1ccccc1.O=[N+]([O-])c1ccccc1
- Charge: 0

---

This record from OMol25 describes a 9-piece molecular cluster, C17H37IN10O16S overall. The level of theory is ωB97M-V/def2-TZVPD.

```
82
C17H37IN10O16S, DFT ωB97M-V/def2-TZVPD
I 1.181 -1.337 -4.389
S 3.585 -3.027 -2.172
O 4.048 -2.698 1.959
O 7.817 -0.345 -9.145
O 2.227 -6.612 -1.466
O -2.738 -1.770 -1.967
O -2.339 2.601 -0.932
O -6.227 4.148 3.379
O 4.319 -6.221 -1.112
O 5.726 -0.761 -9.467
O -7.467 1.085 5.400
O -7.098 5.894 2.462
O -0.594 0.012 4.192
O -2.446 1.114 4.196
O -3.497 0.062 -2.814
O 4.344 -0.669 2.632
O -1.901 4.378 0.211
O -6.160 1.145 7.114
N -7.170 4.839 3.049
N 4.710 -1.688 2.090
N 5.189 -0.925 -4.550
N -1.233 1.040 4.178
N 2.424 2.026 -2.716
N 6.672 -0.472 -8.764
N -6.399 1.312 5.938
N -3.637 -1.011 -2.272
N -1.875 3.714 -0.806
N 3.168 -6.341 -0.750
C 6.416 -0.252 -7.314
C 3.631 -1.213 -2.480
C -5.297 1.841 5.091
C -0.483 2.324 4.130
C 2.217 -0.582 -2.642
C 6.087 -1.715 1.527
C 2.298 0.893 -2.766
C -0.274 -0.896 1.165
C -1.208 4.321 -1.990
C -1.402 0.091 0.714
C 1.281 -0.867 -1.407
C 4.392 -1.070 -3.747
C -8.533 4.348 3.395
C 1.114 -0.200 1.073
C -5.029 -1.427 -1.953
C 2.015 -0.796 -0.047
C 2.897 -6.128 0.699
H -4.474 1.138 5.145
H -5.013 2.808 5.494
H -1.984 0.412 1.582
H 2.618 -3.256 -1.252
H 5.361 -0.398 -7.120
H -0.270 -1.811 0.559
H 6.718 0.765 -7.081
H -0.753 2.893 5.015
H -0.984 0.990 0.257
H 0.578 2.103 4.116
H 3.210 -5.116 0.947
H 3.481 -6.860 1.250
H -8.996 5.097 4.031
H 6.627 -2.515 2.024
H 2.884 -0.122 -0.094
H 1.836 -6.264 0.876
H 1.029 0.880 0.903
H 2.319 -1.788 0.297
H -1.260 3.617 -2.813
H 4.160 -0.686 -1.683
H 6.555 -0.755 1.714
H -2.013 -0.434 -0.024
H 0.862 -1.866 -1.568
H -5.579 -1.471 -2.889
H 7.012 -0.972 -6.763
H -5.658 1.939 4.076
H -0.462 -1.210 2.193
H -0.177 4.524 -1.716
H 0.447 -0.161 -1.482
H 1.668 -0.377 2.004
H -9.083 4.232 2.466
H -0.788 2.844 3.224
H -4.999 -2.399 -1.473
H -5.449 -0.676 -1.289
H 6.000 -1.908 0.461
H -8.439 3.400 3.914
H -1.737 5.239 -2.227
```

Properties
- E_LUMO: -0.335 eV
- HOMO: -9.887 eV
- SMILES: CCCCC[C@@](I)(C#N)[C@@H](S)C#N.C[N+](=O)[O-].C[N+](=O)[O-].C[N+](=O)[O-].C[N+](=O)[O-].C[N+](=O)[O-].C[N+](=O)[O-].C[N+](=O)[O-].C[N+](=O)[O-]
- Charge: 0